(1)
# C60H45BaN3O6P2SSe

A structure of composition C60H45BaN3O6P2SSe in a non-equilibrium geometry (ωB97M-V/def2-TZVPD, the Open Molecules 2025 dataset).

The geometry in XYZ format:
```
119
C60H45BaN3O6P2SSe (ωB97M-V/def2-TZVPD)
Ba -1.023 -2.186 -1.472
O -2.275 -1.042 0.251
S -1.205 0.037 0.428
C -1.617 0.958 1.982
C -2.370 2.110 1.934
C -2.604 2.951 3.051
C -2.034 2.637 4.237
C -2.019 3.369 5.563
C -1.230 2.432 6.521
C -0.711 1.324 5.623
C 0.140 0.290 5.867
C 0.367 -0.648 4.830
C -0.213 -0.595 3.576
P -0.114 -2.037 2.222
C -1.235 -3.139 3.197
C -0.924 -3.643 4.462
C -1.802 -4.477 5.143
C -3.017 -4.829 4.564
C -3.339 -4.337 3.306
C -2.458 -3.497 2.631
C 1.614 -2.525 2.684
C 2.615 -1.549 2.722
C 3.928 -1.877 3.048
C 4.260 -3.198 3.334
C 3.285 -4.184 3.254
C 1.972 -3.850 2.923
C -1.023 0.555 3.267
C -1.258 1.460 4.331
C -1.805 1.318 -0.704
C -3.148 1.368 -0.964
C -3.755 2.431 -1.679
C -2.956 3.446 -2.105
C -3.284 4.720 -2.856
C -1.908 5.427 -3.054
C -0.894 4.509 -2.391
C 0.456 4.606 -2.227
C 1.150 3.515 -1.641
C 0.541 2.373 -1.178
P 1.583 0.878 -0.751
C 2.586 0.620 -2.280
C 3.498 -0.439 -2.181
C 4.288 -0.812 -3.261
C 4.150 -0.153 -4.479
C 3.218 0.869 -4.601
C 2.442 1.254 -3.508
C 2.844 1.736 0.331
C 4.217 1.839 0.115
C 5.059 2.376 1.094
C 4.546 2.814 2.306
C 3.175 2.725 2.536
C 2.343 2.188 1.564
C -0.911 2.321 -1.217
C -1.560 3.379 -1.873
H -2.807 2.430 1.009
H -3.211 3.840 2.915
H -3.029 3.569 5.924
H -1.521 4.335 5.455
H -1.892 2.015 7.284
H -0.426 2.955 7.041
H 0.620 0.160 6.835
H 1.043 -1.469 5.046
H 0.022 -3.390 4.927
H -1.534 -4.859 6.123
H -3.698 -5.495 5.082
H -4.273 -4.621 2.835
H -2.722 -3.114 1.655
H 2.361 -0.520 2.495
H 4.684 -1.100 3.081
H 5.277 -3.458 3.608
H 3.544 -5.220 3.445
H 1.215 -4.622 2.829
H -3.765 0.560 -0.586
H -4.822 2.412 -1.891
H -3.976 5.342 -2.286
H -3.774 4.480 -3.803
H -1.893 6.419 -2.600
H -1.676 5.549 -4.114
H 1.013 5.471 -2.572
H 2.232 3.575 -1.582
H 3.572 -0.987 -1.246
H 5.003 -1.620 -3.151
H 4.744 -0.453 -5.334
H 3.076 1.365 -5.555
H 1.702 2.032 -3.638
H 4.643 1.505 -0.821
H 6.123 2.448 0.900
H 5.205 3.217 3.068
H 2.755 3.065 3.477
H 1.276 2.109 1.763
O -6.172 2.204 -4.025
C -5.105 1.974 -4.645
O -4.557 2.618 -5.566
C -4.322 0.755 -4.129
C -4.948 -0.241 -3.381
C -4.176 -1.219 -2.781
N -2.836 -1.225 -2.831
C -2.235 -0.255 -3.545
C -2.943 0.710 -4.246
C -0.706 -0.185 -3.489
O -0.088 0.022 -4.529
O -0.204 -0.347 -2.309
H -6.023 -0.212 -3.259
H -4.625 -2.024 -2.202
H -2.423 1.459 -4.827
O 0.752 -2.857 -0.296
C 0.110 -3.470 0.594
Se -1.073 -4.919 -0.216
C 1.663 -2.508 -5.450
C 1.825 -3.545 -4.388
N 0.920 -3.950 -3.525
C 1.514 -4.964 -2.783
C 2.788 -5.168 -3.211
N 2.977 -4.258 -4.242
H 1.082 -1.663 -5.082
H 1.144 -2.928 -6.316
H 2.638 -2.133 -5.775
H 0.966 -5.451 -1.986
H 3.560 -5.852 -2.891
H 3.821 -4.107 -4.761
```

Results
spin multiplicity	1
net charge	-2
F_max	0.1042	hartree/bohr
electronic energy	-175160.86212	eV
relative energy (zero: lowest compared OMol25 entry of this formula, charge and spin)	45.7	kcal per mole

Löwdin atomic charge list, values in e, 4 entries: Ba 1.92; O -0.75; S 0.86; C -0.22

(2)
# C4H6CsF3O2

A structure of composition C4H6CsF3O2 in a non-equilibrium geometry (ωB97M-V/def2-TZVPD, the Open Molecules 2025 dataset).

The geometry in XYZ format:
```
16
C4H6CsF3O2 (ωB97M-V/def2-TZVPD)
Cs -0.082 1.945 2.960
C 1.068 0.737 -0.749
O 0.159 0.223 0.250
O 1.457 1.945 -0.126
C 2.032 -0.437 -1.148
F 2.446 -1.162 -0.099
F 1.540 -1.263 -2.086
F 3.280 -0.100 -1.686
C -1.102 -0.395 -0.089
C -2.021 -0.382 1.175
H -2.996 -0.845 1.022
H -1.643 -0.692 2.149
H -2.262 0.654 1.414
H -0.941 -1.432 -0.383
H -1.484 0.160 -0.947
H 0.550 1.044 -1.657
```

Results
spin multiplicity	2
net charge	+1
<S²>	0.7539
F_max	0.0887	hartree/bohr
electronic energy	-17032.32495	eV

natural (NBO) atomic charge list, values in e, 4 entries: Cs 0.99; C 0.21; O -0.58; O -0.21

(3)
# C4H6NP

The molecule C4H6NP in a non-equilibrium geometry (ωB97M-V/def2-TZVPD, the Open Molecules 2025 dataset).

The geometry in XYZ format:
```
12
C4H6NP (ωB97M-V/def2-TZVPD)
C 3.277 -0.863 0.168
C 0.934 0.183 0.232
C -0.256 1.093 0.552
C 0.505 -1.021 -0.597
N 3.840 -1.733 -0.326
P 2.415 0.604 0.765
H -1.149 0.591 0.330
H -0.231 1.990 -0.074
H -0.128 1.428 1.608
H -0.197 -1.633 0.072
H 1.291 -1.552 -0.992
H -0.221 -0.364 -1.250
```

Results
spin multiplicity	1
SMILES string	CC(C)=PC#N
F_max	0.1096	hartree/bohr
electronic energy	-15022.28148	eV
relative energy (zero: lowest compared OMol25 entry of this formula, charge and spin)	19.9	kcal per mole

natural (NBO) atomic charge list, values in e, 4 entries: C -0.07; C -0.31; C -0.67; C -0.64

Question: Among the records above, which one has the highest electronic energy?
Answer: C4H6NP